Below is C7H11N in the gas phase at a distorted geometry, with properties calculated with ωB97M-V with the def2-TZVPD basis set.

## Properties
- E (a.u.) = -327.8645
- lowest unoccupied orbital energy (eV) = 1.036
- F_max (Eh/bohr) = 0.1841
- molar mass (Da) = 109.17
- energy above the lowest of the compared OMol25 structures with the same formula, charge and spin (kJ/mol) = 586.8
- 2S+1 = 1

Last column: Mulliken charge in e.
CARTESIAN COORDINATES (ANGSTROEM)
C: 1.212 1.075 0.003  -1.008
C: -1.433 1.287 -0.400  -0.499
C: -1.690 -0.223 -0.517  -0.274
C: -1.245 -1.236 0.075  -0.102
C: -0.059 -1.405 0.886  -0.775
C: 1.471 -1.420 0.347  -0.440
C: 2.049 -0.251 -0.042  -0.170
H: 0.806 1.446 1.074  0.313
H: 1.896 1.816 -0.163  0.501
H: 0.469 1.212 -1.662  0.259
H: -1.936 2.020 -1.196  0.276
H: -1.556 1.956 0.641  0.230
H: -2.453 -0.084 -1.355  0.158
H: -1.850 -2.104 -0.101  0.347
H: -0.335 -2.296 1.329  0.525
H: -0.271 -0.797 1.861  0.341
H: 1.816 -2.362 0.669  0.343
H: 3.000 -0.175 -0.619  0.320
N: 0.107 1.541 -0.828  -0.346

Force components x, y, z for each atom (eV/Å):
C -1.717 0.412 4.026
C 4.072 2.952 -0.361
C -4.234 7.648 -3.634
C 0.534 -2.877 -0.275
C 1.296 1.983 2.735
C -2.858 2.673 1.250
C -2.232 -0.922 -0.824
H 1.300 -1.723 -1.584
H 2.316 1.860 -0.447
H -1.074 -0.705 -3.084
H 0.542 -2.248 1.634
H 0.392 -2.441 -2.420
H 0.226 -2.127 1.361
H 0.222 -0.863 -0.397
H 0.760 -2.685 0.902
H 1.177 -0.004 -1.580
H 1.402 -0.911 -0.713
H -0.524 -0.208 1.112
N -1.599 0.184 2.298

Below is a molecular structure, C7H11N at a distorted geometry, with properties calculated with ωB97M-V with the def2-TZVPD basis set.

## Properties
- E (a.u.) = -327.8080
- lowest unoccupied orbital energy (eV) = 0.968
- F_max (Eh/bohr) = 0.1204
- molar mass (Da) = 109.17
- energy above the lowest of the compared OMol25 structures with the same formula, charge and spin (kJ/mol) = 735.1
- 2S+1 = 1

Last column: Mulliken charge in e.
CARTESIAN COORDINATES (ANGSTROEM)
C: 2.156 0.287 0.001  -1.032
C: 0.720 -0.132 0.074  0.466
C: -0.386 0.621 0.983  -0.227
C: -0.445 1.535 -0.183  -0.417
C: -0.377 0.246 -1.052  -0.432
C: -1.659 -0.540 -0.596  -0.958
C: -1.533 -0.320 0.744  -0.222
H: 2.864 -0.658 0.614  0.285
H: 2.604 0.404 -1.091  0.228
H: 2.383 1.416 0.589  0.260
H: -0.266 -1.757 -0.540  0.485
H: 0.962 -2.103 1.093  0.293
H: -0.130 0.953 2.058  0.333
H: 0.569 2.113 -0.365  0.259
H: -1.369 2.213 0.011  0.332
H: 0.180 0.370 -2.074  0.334
H: -2.450 -0.954 -1.058  0.581
H: -2.168 -1.184 1.348  0.200
N: 0.853 -1.570 -0.058  -0.769

Force components x, y, z for each atom (eV/Å):
C 3.825 1.950 1.851
C -0.774 -2.431 -0.864
C 2.245 -1.692 2.681
C -0.527 3.333 -0.244
C 1.644 2.221 -1.632
C 4.385 3.488 2.637
C -3.209 -3.204 0.100
H -2.109 3.240 -1.912
H -1.117 -0.482 2.288
H -0.519 -3.336 -1.649
H 4.181 -0.752 2.578
H -0.692 1.971 -4.548
H -0.534 -0.512 -1.736
H -2.347 -0.740 0.614
H 1.421 -0.734 -1.501
H -1.944 -0.564 1.396
H -2.098 -1.801 -1.870
H 1.740 3.116 -0.555
N -3.571 -3.072 2.364

Below is C7H11N in the gas phase at a distorted geometry, with properties calculated with ωB97M-V with the def2-TZVPD basis set.

## Properties
- E (a.u.) = -327.9321
- lowest unoccupied orbital energy (alpha / beta) (eV) = 0.027 / 0.027
- F_max (Eh/bohr) = 0.0805
- molar mass (Da) = 109.17
- energy above the lowest of the compared OMol25 structures with the same formula, charge and spin (kJ/mol) = 409.3
- 2S+1 = 1

Last column: Mulliken charge in e.
CARTESIAN COORDINATES (ANGSTROEM)
C: 2.680 -0.307 -0.186  -1.103
C: -1.954 -0.047 1.127  -1.256
C: 0.167 -0.856 -0.130  0.006
C: -1.056 0.111 -0.076  0.836
C: 1.263 0.054 0.073  0.866
C: 0.673 1.305 0.182  -1.090
C: -1.574 0.555 -1.260  -0.997
N: 0.241 -2.112 -0.307  -0.742
H: -0.670 -2.569 -0.313  0.257
H: 2.768 -0.973 -1.043  0.327
H: 3.094 -0.843 0.672  0.269
H: 3.276 0.588 -0.374  0.343
H: -1.564 -0.735 1.877  0.360
H: -2.077 0.909 1.639  0.318
H: -2.942 -0.415 0.850  0.402
H: -0.951 0.657 -2.135  0.321
H: 1.183 2.176 -0.228  0.300
H: 0.057 1.674 0.994  0.246
H: -2.616 0.829 -1.361  0.336

Force components x, y, z for each atom (eV/Å):
C 0.075 0.311 -0.508
C -0.067 0.208 0.411
C -0.451 0.874 1.523
C -2.209 -2.909 -1.943
C -0.596 0.967 -0.802
C 3.131 0.804 0.739
C 0.546 -0.218 1.116
N -0.135 0.077 0.243
H -0.067 0.176 -0.390
H -0.020 -0.096 -0.017
H -0.038 0.116 0.014
H 0.080 -0.041 0.132
H 0.202 -0.034 -0.153
H -0.116 0.080 -0.028
H -0.028 0.156 -0.079
H 0.041 -0.221 -0.120
H 0.609 0.100 0.146
H -0.947 -0.649 -0.436
H -0.008 0.300 0.152

Below is 2 unconnected molecules or ions with the total composition C7H11N at a distorted geometry, with properties calculated with ωB97M-V with the def2-TZVPD basis set.

## Properties
- E (a.u.) = -327.8340
- lowest unoccupied orbital energy (eV) = 0.900
- F_max (Eh/bohr) = 0.1470
- molar mass (Da) = 109.17
- energy above the lowest of the compared OMol25 structures with the same formula, charge and spin (kJ/mol) = 666.9
- 2S+1 = 1

Last column: Mulliken charge in e.
CARTESIAN COORDINATES (ANGSTROEM)
C: 1.022 -0.400 1.027  -0.722
C: 1.452 -0.905 -0.416  -0.605
C: 0.423 -0.003 -1.240  0.107
C: 0.372 1.026 0.669  0.063
C: -1.103 0.731 0.348  -0.213
C: -1.690 -0.626 0.337  -0.638
C: -1.092 -0.087 -0.929  -0.295
H: 0.189 -1.119 1.383  0.076
H: 1.830 -0.271 2.224  0.237
H: 2.562 -0.759 -0.800  0.311
H: 1.202 -2.076 -0.484  0.279
H: 0.686 -0.308 -2.334  0.365
H: 0.338 2.304 -0.874  0.310
H: 0.532 1.873 1.593  0.332
H: -1.610 1.834 0.283  0.245
H: -1.195 -1.443 1.028  0.137
H: -2.679 -1.174 0.233  0.279
H: -2.061 0.031 -1.526  0.306
N: 0.822 1.375 -0.523  -0.576

Force components x, y, z for each atom (eV/Å):
C 1.270 0.372 3.133
C -0.318 -1.522 0.649
C 1.656 -0.422 -1.698
C -1.561 -1.433 7.257
C -3.422 3.630 0.148
C -0.055 -4.325 2.223
C -0.513 0.183 0.823
H 2.241 1.535 -0.262
H -1.985 -0.547 -4.220
H -2.460 -0.005 0.964
H 0.513 2.603 -0.065
H -0.507 1.778 1.586
H 1.020 -2.801 0.428
H -0.555 -2.376 -2.707
H 0.298 -3.006 0.448
H -0.719 1.782 -1.664
H 0.428 2.101 0.133
H 2.446 0.284 -0.427
N 2.223 2.168 -6.752